The following is a DFT calculation (ωB97M-V with the def2-TZVPD basis set) of a 3-piece molecular cluster, C15H22N4O3 overall at a distorted geometry.

Atoms and positions in Å:
C: -0.74727 1.26579 2.23784
C: 0.11198 1.05825 0.89809
C: 1.69052 1.06510 1.30657
N: 1.94793 -0.26098 1.93222
O: 3.28943 -0.48429 2.15731
C: 3.37004 -1.92858 2.25207
O: 3.25346 -2.43187 3.38902
O: 3.52389 -2.71739 1.06766
C: 2.23361 -3.30384 0.74114
N: 1.63093 -2.78170 -0.51228
H: -1.80065 1.71091 2.05805
H: -0.13184 1.89633 2.96295
H: -0.92081 0.24906 2.74737
H: -0.08325 0.00657 0.48971
H: -0.09029 1.81387 0.07178
H: 1.92472 1.96014 1.98006
H: 2.31039 1.13235 0.34685
H: 1.37093 -0.42414 2.77022
H: 1.49976 -3.15196 1.60933
H: 2.36508 -4.43802 0.62643
H: 0.65962 -3.12045 -0.61306
H: 1.64014 -1.75082 -0.55271
C: 2.11567 -1.59149 -4.68461
C: 2.53315 -0.92687 -5.82873
C: 3.50879 0.04878 -5.70074
N: 4.07291 0.39272 -4.53227
C: 3.64975 -0.26444 -3.44081
C: 2.68332 -1.25740 -3.46348
H: 1.35499 -2.36245 -4.74386
H: 2.11091 -1.16137 -6.79800
H: 3.87039 0.59404 -6.56653
H: 4.12088 0.03496 -2.50979
H: 2.38170 -1.75621 -2.55020
C: -6.61710 2.55108 2.23805
C: -5.68584 2.13887 3.17980
C: -4.49362 1.59632 2.72850
N: -4.18614 1.44183 1.43048
C: -5.10594 1.84700 0.54044
C: -6.32506 2.40472 0.88977
H: -7.56165 2.98195 2.55169
H: -5.88105 2.23703 4.24034
H: -3.73248 1.26224 3.42653
H: -4.83337 1.70838 -0.50091
H: -7.02851 2.71596 0.12770

Atomic forces in eV per Å
C -0.290 -0.276 -0.116
C 0.779 -0.521 0.817
C -0.813 -0.042 -0.989
N -2.583 0.774 -1.440
O 1.838 -2.441 0.310
C -0.531 -1.357 3.043
O 0.688 1.725 -4.609
O -1.488 2.143 1.691
C -1.746 -1.256 0.397
N 0.582 0.151 0.302
H 1.942 -0.650 0.200
H -1.044 -0.612 -0.908
H 0.271 1.434 -0.736
H 0.155 1.546 0.367
H 0.231 -0.837 1.291
H -0.210 -1.173 -0.822
H -0.694 -0.131 1.452
H 0.868 0.426 -0.050
H 1.288 -0.154 -0.901
H 0.071 1.697 0.064
H 0.865 0.313 0.237
H -0.185 -0.752 0.489
C -0.046 -0.027 -0.015
C -0.035 -0.069 0.113
C 0.322 0.241 0.432
N -0.449 -0.444 -0.050
C 0.248 0.362 -0.416
C -0.098 0.007 -0.061
H 0.050 0.040 0.010
H 0.043 0.029 0.032
H -0.050 -0.044 -0.010
H -0.033 -0.064 0.004
H 0.112 -0.044 -0.135
C -0.084 0.038 0.020
C -0.076 0.028 -0.091
C 0.225 -0.130 -0.517
N -0.629 0.295 0.224
C 0.475 -0.218 0.219
C -0.015 0.000 0.143
H 0.064 -0.026 -0.020
H 0.037 -0.015 -0.051
H -0.053 0.026 0.038
H -0.060 0.036 0.021
H 0.057 -0.026 0.020

Properties
- E_tot (hartree) = -1029.3698
- energy relative to the best compared isomer or geometry (same formula, charge and spin) (kJ/mol) = 675.6
- charge = 0
- strongest force on any atom (eV Å⁻¹) = 5.0
- SMILES = CCCNOC(=O)OCN.c1ccncc1.c1ccncc1



The following is a DFT calculation (ωB97M-V with the def2-TZVPD basis set) of one molecule with the formula C15H22N4O3S at a distorted geometry.

Atoms and positions in Å:
C: 2.74315 0.70496 3.87505
O: 1.87712 1.52220 3.12420
C: 0.52572 1.14164 3.16577
C: 0.16526 0.01378 2.18098
N: 0.11389 0.47904 0.82376
C: -0.94441 1.13070 0.25682
S: -2.39812 1.49149 1.13667
C: -3.46373 2.08943 -0.21745
C: -3.93344 0.90076 -1.04934
O: -4.96881 0.31587 -0.81478
N: -3.09242 0.59608 -2.05715
C: -3.18043 -0.67781 -2.73832
C: -2.06319 -1.57460 -2.30998
C: -1.18189 -2.33427 -3.01997
C: -0.34211 -2.96266 -2.06783
C: -0.76900 -2.52876 -0.85310
O: -1.80970 -1.68992 -0.98762
N: -0.68905 1.41515 -0.99321
N: 0.54220 0.95233 -1.26835
C: 1.03148 0.40139 -0.19654
C: 2.39779 -0.17816 -0.09338
C: 3.39227 0.95117 0.19682
C: 2.75408 -0.89655 -1.39313
H: 2.42668 0.65737 4.92340
H: 2.80273 -0.31435 3.47770
H: 3.72654 1.16651 3.81477
H: -0.04881 2.03500 2.90558
H: 0.24615 0.82617 4.17999
H: 0.89665 -0.79486 2.24807
H: -0.82466 -0.37329 2.44212
H: -4.31203 2.55734 0.27970
H: -2.89200 2.81223 -0.79564
H: -2.17473 1.04655 -2.05969
H: -4.15167 -1.11074 -2.47126
H: -3.13121 -0.53348 -3.82067
H: -1.13700 -2.43694 -4.08422
H: 0.46081 -3.64272 -2.26720
H: -0.43497 -2.73812 0.14417
H: 2.42150 -0.89678 0.73398
H: 3.39056 1.65714 -0.62955
H: 3.11868 1.48011 1.10638
H: 4.39472 0.54526 0.31051
H: 3.76648 -1.28933 -1.33789
H: 2.68433 -0.19972 -2.22285
H: 2.06461 -1.71658 -1.57730

Atomic forces in eV per Å
C 0.009 -0.019 0.024
O -0.050 0.136 -0.152
C -0.178 -0.196 -0.044
C 0.224 0.204 0.641
N -0.268 0.336 -0.708
C 0.072 0.100 -0.147
S -0.313 0.087 0.254
C 0.239 -0.282 0.151
C 0.073 0.429 -0.130
O -0.330 -0.155 0.250
N 0.157 -0.038 -0.456
C -0.176 -0.081 0.315
C 0.200 -0.167 -0.878
C -0.492 0.383 0.215
C -0.067 0.006 0.579
C 0.619 -0.552 -0.324
O -0.403 0.307 0.164
N -0.635 0.439 0.579
N 1.041 -0.354 -0.376
C -0.128 -0.160 0.074
C 0.233 0.075 -0.071
C -0.027 -0.159 0.138
C -0.055 -0.049 0.192
H 0.023 -0.005 -0.020
H 0.019 -0.021 -0.003
H 0.025 -0.087 0.043
H -0.022 -0.105 0.071
H -0.007 0.030 -0.031
H -0.152 0.011 0.014
H 0.118 -0.099 -0.015
H 0.052 -0.051 -0.078
H -0.072 0.053 -0.015
H -0.256 -0.004 0.122
H 0.146 0.054 -0.149
H -0.018 -0.137 0.102
H -0.043 0.049 -0.258
H 0.187 -0.138 0.044
H -0.026 0.020 0.178
H -0.018 0.035 -0.030
H 0.012 0.070 -0.101
H 0.031 0.077 0.029
H 0.146 -0.015 0.000
H 0.117 -0.027 -0.003
H 0.013 0.037 -0.111
H -0.022 -0.039 -0.079

Properties
- E_tot (hartree) = -1427.6974
- energy relative to the best compared isomer or geometry (same formula, charge and spin) (kJ/mol) = 266.2
- charge = 0
- strongest force on any atom (eV Å⁻¹) = 1.2
- SMILES = COCCn1c(SCC(=O)NCc2ccco2)nnc1C(C)C



The following is a DFT calculation (ωB97M-V with the def2-TZVPD basis set) of C15H22NO4 as an isolated structure at a distorted geometry.

Atoms and positions in Å:
C: -3.75295 -0.64699 1.82848
C: -3.70984 -0.99508 0.25717
C: -5.07451 -0.59313 -0.35683
H: -5.46185 0.32537 -0.23183
H: -5.26385 -1.11904 -1.53567
H: -6.02754 -1.37235 0.24372
H: -3.75241 -2.18319 0.31336
N: -2.76587 -0.28266 -0.59435
C: -2.62186 -0.80468 -1.93011
H: -2.49912 -1.96325 -1.81955
H: -3.44177 -0.31158 -2.46452
H: -1.73111 -0.37571 -2.34917
C: -2.75774 1.00200 -0.57191
H: -3.75603 1.61699 -0.15123
H: -2.56440 1.53859 -1.58862
C: -1.84291 1.75591 0.64839
H: -1.91875 2.69993 0.65235
H: -1.91032 1.28043 1.59507
O: -0.31077 1.79734 0.03667
C: 0.20332 0.57576 0.41407
O: -0.42744 -0.50650 0.48373
C: 1.55005 0.70039 0.29204
C: 2.41018 -0.45859 0.30106
C: 3.72818 -0.49344 0.29606
C: 4.44071 0.86095 -0.32532
C: 3.76903 1.87785 -0.23911
C: 2.32727 1.63587 -0.12501
H: 1.77655 2.88682 -0.25272
H: 4.13243 2.74251 -0.29552
O: 5.81829 0.75210 -0.06515
C: 6.49521 -0.25637 0.23533
C: 5.78275 -1.64556 -0.39628
H: 6.35241 -2.48399 0.08809
O: 4.45939 -1.83988 0.17636
H: 5.78509 -1.64862 -1.36325
H: 7.54605 -0.05894 -0.04651
H: 6.51800 -0.40122 1.20995
H: 1.92329 -1.49533 0.69211
H: -1.85329 -0.50228 0.08058
H: -4.62618 -1.14678 2.37414
H: -2.73444 -0.92431 2.30963
H: -4.21323 0.46066 2.17431

Atomic forces in eV per Å
C -0.539 1.841 1.044
C -5.564 -1.093 2.048
C -3.200 -8.993 -1.219
H -0.876 3.327 0.120
H 0.749 2.100 3.492
H 3.013 2.456 -1.649
H 1.261 2.561 -1.024
N 3.622 -7.991 3.426
C 0.257 -2.093 -0.381
H -0.754 2.228 -0.885
H -0.086 -1.246 -0.453
H 0.663 -0.088 -0.099
C -1.669 14.063 2.828
H 1.715 -2.217 -1.549
H -0.009 -1.116 1.986
C 2.503 -7.037 -5.415
H -1.614 7.020 0.122
H 0.268 -0.486 0.651
O -3.746 -2.863 3.419
C -3.213 1.152 -2.876
O 0.356 1.740 0.959
C 5.143 -5.028 0.119
C -2.805 -5.267 3.611
C 3.517 -0.368 -4.763
C 6.701 -13.421 5.409
C -9.114 -0.468 -0.321
C 0.197 12.132 -1.141
H 1.436 -4.031 0.388
H 2.459 7.194 -0.577
O -5.635 9.294 -3.825
C 2.227 -7.463 -3.553
C 1.731 0.647 8.487
H -0.330 0.604 -1.043
O -1.206 4.317 0.219
H -0.161 -0.032 -5.848
H -0.294 -0.719 -0.431
H -0.008 -1.040 5.027
H 1.045 2.351 -1.225
H 0.234 -0.013 -1.893
H 1.535 -0.410 -1.258
H -1.874 0.720 -0.472
H 2.064 -2.263 -1.453

Properties
- E_tot (hartree) = -939.7429
- energy relative to the best compared isomer or geometry (same formula, charge and spin) (kJ/mol) = 1416.2
- charge = +1
- strongest force on any atom (eV Å⁻¹) = 15.9



The following is a DFT calculation (ωB97M-V with the def2-TZVPD basis set) of a 4-piece molecular cluster, C15H22O7 overall at a distorted geometry.

Atoms and positions in Å:
O: -2.30464 -1.37186 -2.84280
C: -1.53764 -1.52286 -1.87080
C: -1.19464 -2.83786 -1.42980
C: -0.32964 -3.17486 -0.20980
O: 0.24536 -4.35286 -0.02280
C: -0.05264 -2.11386 0.74520
O: 0.30536 -2.33986 1.79220
C: -0.21064 -0.75886 0.20820
C: -1.04664 -0.45386 -1.06080
O: -1.37064 0.75014 -1.43480
H: -1.18764 -3.72886 -2.30780
H: 0.06036 -4.96486 -0.69080
H: 0.10436 0.14414 0.80720
H: -1.68564 0.73414 -2.23680
C: -3.55064 1.39314 1.51220
C: -3.71664 -0.02286 2.04120
C: -2.85764 -0.42786 3.24320
O: -4.12564 -0.92986 1.25820
H: -2.59164 1.90014 1.82420
H: -4.42864 1.81914 1.98620
H: -3.85964 1.37114 0.38220
H: -2.06064 -0.97886 3.02920
H: -3.04864 -1.08886 4.11420
H: -2.52564 0.42014 3.81620
C: 0.54136 2.86414 0.80320
C: 1.89336 2.69114 1.37620
C: 2.47136 3.71214 2.29920
O: 2.58636 1.73014 0.95420
H: 0.50036 2.32614 -0.05080
H: 0.37936 3.95614 0.54120
H: -0.25564 2.66914 1.60420
H: 3.38136 3.52414 2.76520
H: 2.02836 3.76714 3.10220
H: 2.35536 4.68214 1.72520
C: 2.80436 0.26614 -2.49180
C: 2.25236 -0.87786 -3.31380
C: 2.81536 -2.14686 -2.77980
O: 1.36836 -0.73586 -4.12680
H: 2.21136 0.36214 -1.50480
H: 2.85136 1.06914 -3.12580
H: 3.77236 0.17814 -2.24580
H: 2.49136 -2.90586 -3.48280
H: 2.66636 -2.44486 -1.60380
H: 3.85536 -2.14986 -3.09780

Atomic forces in eV per Å
O 1.538 0.782 1.337
C -2.295 -2.412 -1.655
C 4.391 -5.418 1.828
C -3.905 0.248 -7.016
O 0.344 1.872 2.275
C -2.099 2.848 -6.893
O 2.834 -1.687 8.354
C -3.430 3.397 -4.527
C 4.131 -0.510 6.154
O 3.153 1.246 7.251
H -0.453 2.567 2.620
H -0.674 -1.347 -1.851
H -0.389 -1.372 -0.616
H -3.130 -0.225 -7.293
C -1.252 -0.586 -0.959
C 1.828 -4.148 -3.126
C -2.995 2.080 2.831
O 0.319 2.807 2.666
H -1.231 -0.577 -0.563
H 0.005 1.141 0.263
H 1.202 0.138 2.087
H 3.817 -1.780 -2.410
H -1.976 0.057 -0.644
H 0.371 0.828 -0.207
C -1.225 3.546 3.377
C 2.967 -2.881 -1.180
C 2.287 0.786 -8.140
O -1.600 2.138 1.182
H -0.707 -2.007 -2.465
H 0.177 -1.094 0.270
H 0.978 -0.112 -1.287
H 2.582 -0.529 -0.716
H -6.099 0.994 7.899
H 0.624 -0.819 1.007
C -3.590 -0.647 0.784
C -0.505 0.974 2.556
C -0.163 -2.252 0.269
O 0.610 -0.449 -0.106
H 0.703 0.200 -1.728
H -0.865 2.763 -1.106
H 3.567 -1.147 1.257
H -0.802 -0.832 0.513
H 0.358 1.104 -3.162
H 0.600 0.312 0.873

Properties
- E_tot (hartree) = -1111.1519
- energy relative to the best compared isomer or geometry (same formula, charge and spin) (kJ/mol) = 775.5
- charge = 0
- strongest force on any atom (eV Å⁻¹) = 10.0
- SMILES = O=C1C=C(O)C(=O)C=C1O.CC(C)=O.CC(C)=O.CC(C)=O



The following is a DFT calculation (ωB97M-V with the def2-TZVPD basis set) of C15H23AsN5O6ReS5 as an isolated structure at a distorted geometry.

Atoms and positions in Å:
Re: 0.48534 -1.26015 1.17086
C: -0.91493 -0.85046 -5.98358
C: -1.18391 -1.33116 -4.58224
C: -2.08515 -0.66123 -3.75899
C: -2.31934 -1.09152 -2.46161
C: -1.64964 -2.20595 -1.96241
C: -0.79182 -2.91496 -2.79238
C: -0.55585 -2.46589 -4.08283
S: -1.98018 -2.66226 -0.24933
O: -2.60205 -1.48570 0.31279
O: -2.72539 -3.88787 -0.32873
N: -0.60048 -2.87985 0.55104
C: 0.29324 -3.92876 0.05909
C: 1.44408 -3.27595 -0.72459
O: 2.09573 -3.90967 -1.52860
O: 1.62311 -2.01329 -0.43010
H: -1.00704 0.23367 -6.04898
H: -1.63159 -1.28527 -6.68447
H: 0.08420 -1.13666 -6.31000
H: -2.60711 0.21113 -4.13697
H: -3.01923 -0.57493 -1.81797
H: -0.28662 -3.80669 -2.45556
H: 0.14282 -3.01055 -4.70689
H: -0.22968 -4.66828 -0.54436
H: 0.73606 -4.44433 0.91413
S: 1.60026 -0.14632 5.55830
As: 0.38004 -1.46508 4.40290
S: 1.58655 -2.50680 2.82168
S: -0.84216 -0.31466 2.89792
S: -0.74913 -2.72565 5.61567
N: -0.29649 0.31837 -0.26276
C: 0.64914 1.43182 -0.48023
C: -0.00334 2.80706 -0.33779
C: -0.64833 3.10844 1.02998
C: 0.14393 4.16197 1.81132
N: 1.41677 3.68618 2.34572
C: 1.51221 2.83848 3.39577
N: 0.53341 2.72819 4.27946
N: 2.64069 2.15307 3.58513
C: 1.85438 1.31981 0.46005
O: 2.74978 2.15827 0.35162
O: 1.82712 0.38048 1.32107
H: -0.56415 -0.11480 -1.14211
H: -1.15652 0.61823 0.18909
H: 1.05232 1.33991 -1.48944
H: -0.76006 2.87524 -1.12345
H: 0.75615 3.55820 -0.56173
H: -0.74665 2.20425 1.64027
H: -1.66277 3.49021 0.89167
H: -0.45715 4.56474 2.62886
H: 0.37285 5.00061 1.15280
H: 2.11848 3.51260 1.63305
H: -0.38892 3.04694 4.04246
H: 0.59992 1.92483 4.92769
H: 3.20709 1.99447 2.76154
H: 2.56002 1.35754 4.23617

Atomic forces in eV per Å
Re 0.972 0.633 -0.266
C -0.068 -0.054 0.038
C -0.015 0.057 -0.014
C 0.023 -0.026 -0.014
C 0.045 -0.022 0.010
C -0.034 0.076 0.092
C -0.022 -0.011 -0.029
C 0.004 -0.030 -0.002
S -0.161 -0.067 0.166
O -0.021 -0.007 -0.061
O 0.121 -0.089 -0.040
N -0.588 -0.006 -0.390
C 0.103 0.161 0.004
C -0.135 -0.246 0.020
O 0.056 0.085 -0.024
O -0.118 0.260 0.387
H 0.021 0.003 -0.018
H 0.012 0.003 -0.008
H 0.004 0.019 -0.009
H 0.002 0.005 0.013
H 0.028 0.037 -0.005
H 0.015 0.007 -0.006
H 0.012 0.008 0.012
H 0.020 -0.030 0.012
H -0.049 -0.007 0.038
S 0.062 0.175 -0.035
As -0.161 -0.025 0.536
S -0.047 0.131 -0.016
S -0.001 -0.130 0.018
S 0.019 0.003 -0.313
N -0.031 -0.265 0.164
C 0.189 -0.033 0.098
C -0.303 -0.151 -0.219
C 0.163 0.086 -0.018
C -0.081 -0.140 0.306
N -0.060 -0.140 -0.046
C 0.345 -0.065 -0.435
N -0.239 -0.236 0.575
N -0.157 0.363 -0.131
C -0.134 -0.329 -0.100
O 0.079 0.193 0.190
O 0.033 -0.244 -0.051
H -0.003 0.037 -0.011
H -0.073 -0.006 -0.065
H -0.006 0.001 -0.015
H -0.018 0.091 0.001
H 0.010 -0.055 -0.065
H 0.049 -0.018 0.027
H 0.033 0.018 -0.043
H 0.025 0.035 0.014
H 0.003 0.046 0.066
H 0.113 -0.040 -0.018
H 0.033 -0.014 0.003
H -0.027 0.082 -0.246
H -0.008 0.012 -0.025
H -0.036 -0.141 -0.050

Properties
- E_tot (hartree) = -5615.9184
- energy relative to the best compared isomer or geometry (same formula, charge and spin) (kJ/mol) = 11.9
- 2S+1 = 4
- charge = -1
- strongest force on any atom (eV Å⁻¹) = 1.2



Among the records above, which one has the highest energy relative to the best compared isomer or geometry (same formula, charge and spin)?
C15H22NO4